{
  "formula": "C58H114Cl8N6O6",
  "method": "ωB97M-V/def2-TZVPD",
  "symbols": ["C", "C", "C", "C", "C", "C", "N", "O", "C", "C", "C", "H", "H", "H", "H", "H", "H", "H", "H", "H", "H", "H", "H", "H", "H", "H", "H", "H", "H", "C", "C", "C", "C", "C", "C", "N", "O", "C", "C", "C", "H", "H", "H", "H", "H", "H", "H", "H", "H", "H", "H", "H", "H", "H", "H", "H", "H", "H", "C", "C", "C", "C", "C", "C", "N", "O", "C", "C", "C", "H", "H", "H", "H", "H", "H", "H", "H", "H", "H", "H", "H", "H", "H", "H", "H", "H", "H", "C", "C", "C", "C", "C", "C", "N", "O", "C", "C", "C", "H", "H", "H", "H", "H", "H", "H", "H", "H", "H", "H", "H", "H", "H", "H", "H", "H", "H", "C", "C", "C", "C", "C", "C", "N", "O", "C", "C", "C", "H", "H", "H", "H", "H", "H", "H", "H", "H", "H", "H", "H", "H", "H", "H", "H", "H", "H", "C", "C", "C", "C", "C", "C", "N", "O", "C", "C", "C", "H", "H", "H", "H", "H", "H", "H", "H", "H", "H", "H", "H", "H", "H", "H", "H", "H", "H", "Cl", "C", "C", "Cl", "H", "H", "H", "H", "C", "Cl", "Cl", "Cl", "H", "C", "Cl", "Cl", "Cl", "H"],
  "positions_angstrom": [[2.004130, 2.577494, 0.519084], [2.333605, 3.967865, -0.033411], [0.950609, 4.655917, -0.215068], [1.046621, 6.090929, -0.623242], [1.807899, 6.854039, 0.477498], [3.238746, 6.323062, 0.724239], [3.094314, 4.802222, 0.969182], [4.357041, 4.158260, 1.421510], [4.233149, 6.786834, -0.322783], [3.647138, 7.060893, 2.015130], [3.046525, 3.828381, -1.401329], [2.799246, 1.831922, 0.518056], [1.160129, 2.126535, -0.002819], [1.658083, 2.556616, 1.552484], [0.542831, 4.150870, -1.090709], [0.372644, 4.330795, 0.650006], [0.008290, 6.422524, -0.625962], [1.539934, 6.240785, -1.583595], [1.193819, 6.828151, 1.377688], [1.892348, 7.899690, 0.181538], [3.865855, 6.308726, -1.230858], [4.234071, 7.853125, -0.548884], [5.239188, 6.377431, -0.231252], [3.032162, 6.956856, 2.909042], [4.663733, 6.744330, 2.248419], [3.764404, 8.092541, 1.683400], [2.969647, 4.586399, -2.180816], [2.616000, 2.995272, -1.956919], [4.111921, 3.608736, -1.332104], [-1.723131, -5.349089, -1.577056], [-0.951820, -6.265883, -2.600401], [-0.646624, -7.510991, -1.701545], [-0.143766, -8.693129, -2.474849], [-1.109142, -9.036632, -3.630282], [-1.506711, -7.849671, -4.553559], [-1.829588, -6.627521, -3.737340], [-2.369454, -5.463541, -4.536258], [-0.457183, -7.647905, -5.681151], [-2.735163, -8.311206, -5.346361], [0.357414, -5.559768, -2.882411], [-1.092341, -5.075928, -0.731128], [-2.561516, -5.808120, -1.053132], [-2.035475, -4.492728, -2.174705], [0.073376, -7.228868, -0.933360], [-1.553602, -7.706462, -1.129461], [-0.074382, -9.537187, -1.788657], [0.849778, -8.631384, -2.918878], [-1.980859, -9.515903, -3.184755], [-0.610389, -9.807227, -4.218109], [-0.210142, -8.564083, -6.217528], [-0.770180, -6.903562, -6.413329], [0.546104, -7.444158, -5.306970], [-3.576283, -8.506029, -4.681029], [-2.975524, -7.684286, -6.205023], [-2.510811, -9.294653, -5.759394], [1.004210, -6.134184, -3.545586], [0.819326, -5.231994, -1.951120], [0.167069, -4.678935, -3.495608], [-5.029368, 1.958130, -0.849279], [-4.231128, 2.661563, -1.974870], [-5.215848, 3.355812, -3.025152], [-5.796262, 4.712831, -2.568896], [-4.786589, 5.678125, -2.086944], [-3.848116, 5.021253, -0.993653], [-3.271336, 3.727297, -1.478476], [-2.158226, 3.249282, -0.721528], [-2.684065, 6.084433, -0.913050], [-4.477694, 4.989591, 0.409112], [-3.491832, 1.593982, -2.785824], [-4.436203, 1.870879, 0.061021], [-5.333021, 0.959581, -1.163576], [-5.997469, 2.430005, -0.681288], [-4.734414, 3.578362, -3.977406], [-6.039999, 2.652656, -3.145309], [-6.583844, 4.523091, -1.839641], [-6.445630, 5.182654, -3.307600], [-5.251339, 6.587552, -1.706085], [-4.328308, 6.139953, -2.961462], [-2.072273, 6.016893, -1.812626], [-3.121580, 7.082566, -0.933237], [-1.957539, 5.905528, -0.120412], [-4.386402, 5.920147, 0.969312], [-5.531693, 4.712182, 0.394052], [-3.963521, 4.235300, 1.004737], [-2.990353, 1.880537, -3.710220], [-4.206514, 0.815667, -3.053307], [-2.730056, 1.154267, -2.142046], [3.522999, -1.138111, -2.656625], [4.854728, -0.462345, -3.128648], [4.918238, 0.954179, -2.353401], [6.299036, 1.588996, -2.450646], [7.350705, 0.621695, -2.005480], [7.339564, -0.648265, -2.883681], [5.996182, -1.298782, -2.806725], [5.921055, -2.711590, -3.395216], [7.859079, -0.415918, -4.287183], [8.374392, -1.536007, -2.093398], [4.722832, -0.150178, -4.692622], [3.654324, -1.977809, -1.974144], [2.990105, -1.677139, -3.439928], [2.803537, -0.489586, -2.156746], [4.203489, 1.670883, -2.757819], [4.749493, 0.739816, -1.298093], [6.342880, 2.519227, -1.884207], [6.437013, 2.039221, -3.433677], [7.125226, 0.352474, -0.973595], [8.327340, 1.104667, -2.037401], [8.942113, -0.449753, -4.168901], [7.539094, -1.192518, -4.981868], [7.667609, 0.518625, -4.814504], [8.355562, -2.502011, -2.597957], [9.400341, -1.168077, -2.106532], [8.029979, -1.710045, -1.073995], [5.557040, 0.491047, -4.977292], [3.780905, 0.359061, -4.896463], [4.779108, -1.012658, -5.356732], [-6.139352, 0.266081, 3.202482], [-6.858861, 0.705606, 4.469404], [-6.001545, 0.429508, 5.713304], [-4.932382, 1.425389, 5.945332], [-5.647053, 2.828919, 6.105609], [-6.415787, 3.195644, 4.747049], [-7.396664, 2.122347, 4.516252], [-8.300922, 2.367304, 3.453126], [-7.114016, 4.558818, 5.057082], [-5.338584, 3.495179, 3.680780], [-8.003368, -0.305482, 4.724549], [-6.493388, 0.749603, 2.292008], [-6.265618, -0.802689, 3.029635], [-5.072639, 0.440992, 3.342563], [-6.494245, 0.176991, 6.652228], [-5.363497, -0.423289, 5.481513], [-4.071570, 1.332965, 5.283079], [-4.371064, 1.145497, 6.836779], [-5.029039, 3.702196, 6.314317], [-6.331799, 2.927502, 6.947927], [-7.929993, 4.710363, 4.350461], [-7.617624, 4.352974, 6.001600], [-6.510297, 5.433438, 5.299303], [-4.679635, 2.634605, 3.565445], [-5.911165, 3.612625, 2.760749], [-4.805894, 4.439247, 3.795112], [-7.671596, -1.342520, 4.775432], [-8.844798, -0.085614, 4.067471], [-8.431712, -0.021091, 5.685655], [2.726076, -2.476004, 1.187331], [4.120490, -2.738217, 1.659769], [5.022285, -1.583188, 1.010623], [5.028741, -0.300301, 1.804265], [5.487043, -0.500464, 3.237371], [4.453525, -1.433314, 4.013818], [4.229843, -2.716641, 3.183291], [3.375094, -3.778630, 3.827852], [5.280935, -1.788104, 5.213267], [3.198867, -0.629670, 4.355455], [4.662871, -4.066455, 1.039815], [2.502196, -2.722637, 0.149472], [2.402349, -1.470908, 1.457696], [2.151561, -3.130939, 1.842376], [6.061060, -1.896826, 0.907291], [4.706511, -1.457457, -0.025026], [4.059172, 0.194332, 1.746072], [5.678360, 0.378425, 1.251613], [5.594385, 0.422618, 3.807026], [6.451844, -0.995366, 3.126327], [4.717254, -2.402361, 5.915460], [6.134965, -2.378028, 4.880509], [5.673417, -0.912576, 5.730484], [2.804498, -0.112397, 3.480801], [2.487032, -1.279229, 4.864805], [3.388281, 0.191326, 5.046969], [4.134085, -4.881864, 1.533365], [5.734004, -4.176844, 1.208897], [4.433225, -4.385414, 0.023141], [0.333848, -1.465423, -0.803527], [-1.107189, -1.797197, 0.212260], [-1.591538, -0.384648, 0.626175], [-2.931962, -0.415815, 1.714657], [-0.913501, -2.426669, 1.080795], [-1.926394, -2.268489, -0.330785], [-1.776424, 0.182860, -0.285889], [-0.809356, 0.204289, 1.105171], [-1.006345, -5.508788, 3.009078], [-1.553537, -7.189003, 2.879927], [-2.357907, -4.430761, 2.647098], [0.304444, -5.377197, 1.828752], [-0.543405, -5.237245, 3.957787], [-4.963090, -2.889579, -0.692084], [-6.480597, -1.980947, -0.350550], [-4.216813, -2.257568, -2.197159], [-5.334544, -4.624005, -0.809872], [-4.342173, -2.735187, 0.190375]],
  "forces_ev_per_angstrom": [[0.19, -0.74, 0.63], [-0.30, 0.57, 0.01], [1.34, -1.64, -1.37], [-0.17, 0.70, 1.85], [-0.23, -0.16, -1.40], [-1.23, 0.26, 2.46], [5.15, -1.47, 0.38], [-4.98, 2.58, -1.81], [-0.56, -1.71, -1.77], [1.32, -0.63, -0.33], [0.28, -0.59, -0.52], [0.37, 0.29, -0.34], [0.05, 0.21, -0.53], [0.11, 0.67, 0.23], [-0.44, -0.42, 0.18], [-0.39, 0.90, 0.04], [0.19, 0.55, -0.53], [-0.28, -0.20, -0.11], [0.27, -0.14, 0.22], [0.09, 0.16, 0.12], [0.21, 0.20, -0.50], [-0.04, -0.01, 0.57], [0.00, 0.23, 0.57], [-0.23, -0.05, -0.32], [0.03, -0.10, 0.33], [-0.35, 0.21, 0.45], [-0.25, 0.80, 0.64], [-0.20, -0.42, 0.40], [0.02, -0.03, 0.44], [0.00, 0.09, -1.05], [-0.67, -0.06, 3.08], [0.09, 0.56, -0.69], [-0.50, -0.79, -0.59], [0.49, 0.21, 0.77], [-0.30, -0.54, -1.01], [-0.81, 3.65, -3.16], [2.39, -4.89, 3.37], [1.05, 0.18, 0.67], [-0.28, -0.49, 0.37], [-0.22, 0.51, -1.69], [0.48, 0.27, -0.39], [-0.33, -0.27, -0.69], [-0.23, 0.31, 0.51], [0.14, 0.31, -0.11], [-0.16, -0.60, -0.25], [-0.07, -0.26, -0.09], [0.21, 0.71, 0.28], [-0.36, 0.23, -0.15], [-0.22, 0.06, -0.36], [-0.84, -0.36, -0.03], [0.05, 0.12, 0.26], [-0.02, 0.75, 0.26], [-0.26, 0.48, -0.10], [-0.18, 0.27, 0.41], [0.25, -0.07, -0.07], [0.34, -0.32, 0.51], [0.17, -0.30, -0.16], [-0.18, 0.34, 0.17], [-0.07, 0.26, -0.33], [-0.29, 0.87, -1.71], [0.12, 0.85, 1.14], [-1.83, -1.07, 0.17], [0.24, -0.27, 0.60], [1.54, 2.78, -0.75], [2.16, -1.91, 2.88], [-4.16, 1.74, -2.78], [0.23, -1.10, -0.72], [-0.30, -1.02, -0.07], [0.50, -0.40, 0.62], [-0.14, 0.07, 0.04], [0.39, -0.16, -0.12], [0.20, 0.47, 0.41], [0.33, -0.61, -0.02], [0.08, -0.04, -0.37], [0.25, -0.16, 0.78], [0.38, -0.14, -0.75], [-0.25, -0.23, 0.79], [1.15, -0.61, -0.03], [-0.11, -0.09, -0.28], [0.09, -0.03, 0.53], [-0.50, 0.14, 0.41], [0.07, 0.20, -0.43], [-0.08, -0.03, -0.06], [0.08, -0.06, 0.00], [-0.12, 0.61, 0.14], [-0.01, -0.01, 0.06], [0.02, -0.21, -0.03], [0.06, -1.05, -0.07], [-2.49, 1.10, -0.68], [1.30, -1.23, -0.59], [-0.63, 1.16, -0.19], [-0.75, 0.40, -0.86], [1.14, -0.44, 2.05], [0.52, -4.33, -2.29], [0.35, 5.99, 2.41], [0.66, -0.13, -0.58], [-1.16, -1.10, -1.15], [0.67, 0.02, 0.98], [0.66, 0.18, 0.37], [0.07, 0.44, -0.51], [0.23, 0.46, -0.22], [-0.37, -0.56, 0.08], [-0.44, 0.10, 0.09], [-0.17, -0.09, 0.71], [0.33, -0.65, -0.54], [0.14, -0.15, 0.10], [0.18, -0.32, -0.03], [0.11, -0.12, -0.42], [0.15, -0.25, 0.23], [-0.41, 0.25, 0.54], [0.27, -0.22, 0.13], [-0.25, 0.35, -0.04], [0.04, 0.16, 0.00], [-0.23, 0.20, -0.10], [0.03, 0.08, 0.19], [-0.06, -0.34, 0.45], [0.55, 0.52, -0.25], [-1.35, -1.54, 1.61], [1.84, -0.68, -0.77], [0.22, 2.33, 1.88], [0.50, -0.08, -1.61], [1.75, 2.06, 2.60], [-1.56, -0.01, -4.59], [2.88, -0.66, 3.57], [-1.44, -1.71, 0.71], [-1.34, -1.18, -0.94], [-1.30, 1.80, 0.21], [0.01, 0.25, 0.15], [-0.06, -0.02, 0.25], [0.10, 0.12, -0.42], [-0.58, 0.36, -0.31], [-0.67, -0.86, -0.18], [-0.50, 0.68, -0.98], [-0.42, 0.17, 0.69], [0.73, -0.21, -0.34], [-0.34, -0.98, 0.01], [0.34, 0.49, -0.22], [-0.41, 0.18, 0.16], [0.41, -0.28, -0.75], [0.27, 0.30, -0.15], [0.17, -0.09, -0.39], [0.01, -0.25, 0.61], [-0.01, 0.21, -0.33], [0.18, -0.65, -0.58], [0.03, -0.30, 0.30], [-1.12, -0.55, 1.55], [2.32, 0.99, -1.89], [-0.07, -1.07, 1.12], [-0.33, 0.99, -0.70], [-1.33, -1.04, -1.14], [1.74, 0.60, -1.19], [-3.39, -3.07, 1.58], [3.62, 4.72, -2.54], [-0.19, -1.24, 0.93], [-0.04, -0.29, -0.04], [-0.64, -0.80, 1.59], [0.43, 0.16, 0.13], [0.01, 0.18, -0.36], [-0.63, -0.13, -0.30], [0.17, -0.37, 0.26], [-0.35, 0.14, 0.08], [-0.25, -0.01, 0.17], [0.27, 0.29, 0.20], [-0.03, -0.03, -0.11], [0.13, -0.11, 0.58], [0.01, 0.00, 0.16], [0.01, -0.05, 0.08], [-0.24, 0.11, -0.08], [-0.39, -0.46, -0.11], [-0.29, 0.02, -0.38], [0.57, -0.14, 0.18], [0.27, -0.16, 0.69], [-0.07, -0.01, 0.06], [0.00, 1.34, -0.49], [-0.52, -0.57, 0.01], [-0.75, 1.29, 0.60], [1.72, -0.05, -0.91], [-1.14, -0.18, 0.46], [0.58, 0.12, -0.15], [0.40, -0.09, -0.50], [-0.64, -0.06, 0.06], [0.18, -0.39, 0.18], [0.31, -0.38, -0.73], [-0.16, 0.08, 0.68], [0.19, 0.12, 0.13], [0.18, 0.56, -0.18], [-0.53, -0.36, 0.04], [-0.76, 0.15, -0.14], [0.49, -0.21, -0.12], [-0.16, -0.37, 0.89], [0.23, 0.47, -0.06], [0.21, 0.05, -0.47]],
  "lowdin_spin": [0.000, 0.019, 0.001, 0.000, 0.000, 0.017, 0.311, 0.623, 0.009, 0.001, 0.013, 0.000, 0.000, 0.000, 0.000, 0.000, 0.000, 0.000, 0.001, 0.000, 0.000, 0.001, 0.002, 0.000, -0.001, 0.000, 0.000, 0.001, 0.002, 0.004, 0.020, 0.000, 0.000, 0.000, 0.018, 0.316, 0.610, 0.014, 0.002, 0.013, 0.000, 0.000, -0.001, 0.000, 0.000, 0.000, 0.000, 0.000, 0.000, 0.001, 0.002, 0.000, 0.000, -0.001, 0.000, 0.000, 0.001, 0.001, 0.016, 0.022, 0.001, 0.000, 0.001, 0.024, 0.362, 0.550, 0.003, 0.016, 0.001, 0.002, 0.002, 0.000, 0.001, 0.000, 0.000, 0.000, 0.000, 0.000, 0.000, 0.000, 0.000, 0.002, 0.000, 0.002, 0.000, 0.000, -0.001, 0.002, 0.021, 0.000, 0.000, 0.000, 0.018, 0.299, 0.621, 0.012, 0.001, 0.019, -0.001, 0.000, 0.000, 0.000, 0.000, 0.000, 0.000, 0.001, 0.000, 0.001, 0.002, 0.000, -0.001, 0.000, 0.000, 0.000, 0.001, 0.003, 0.012, 0.021, 0.000, 0.000, 0.001, 0.024, 0.315, 0.602, 0.002, 0.016, 0.003, 0.002, 0.001, 0.000, 0.000, 0.000, 0.000, 0.000, 0.000, 0.001, -0.001, 0.000, 0.000, 0.000, 0.002, 0.001, 0.000, -0.001, 0.000, 0.014, 0.019, 0.000, 0.000, 0.000, 0.017, 0.350, 0.582, 0.003, 0.010, 0.003, 0.001, 0.000, 0.001, 0.000, 0.000, 0.000, 0.000, 0.000, 0.000, -0.001, 0.000, 0.000, 0.000, 0.001, 0.001, -0.001, 0.000, 0.000, 0.000, 0.000, 0.000, 0.000, 0.000, 0.000, 0.000, 0.000, 0.000, 0.000, 0.000, 0.000, 0.000, 0.000, 0.000, 0.000, 0.000, 0.000],
  "max_force_ev_per_a": 6.5,
  "gap_ev": [9.424, 9.090],
  "homo_energy_ev": [-9.08, -9.79],
  "molar_mass_g_mol": 1275.2,
  "multiplicity": 7
}